(1)
14
Properties=species:S:1:pos:R:3:forces:R:3 method="wB97M-V/def2-TZVPD" spin_multiplicity=6 homo_energy_ev="-24.0 / -23.6" homo_lumo_gap_ha="0.4105 / 0.1529" s2=8.767 charge=+3
O -2.075 0.238 -0.868 -1.7 1.1 0.2
C -0.847 0.158 -0.454 0.4 -1.0 0.2
C -2.668 1.469 -0.394 3.3 -0.1 -0.4
O 2.133 -2.778 0.523 0.6 -2.1 1.5
O -0.426 1.214 0.183 -0.6 1.4 0.1
C -1.473 2.212 0.217 -0.9 -2.5 -0.3
Ru 1.667 -1.196 -0.451 3.5 0.9 -1.2
H -3.439 1.207 0.339 -1.1 -0.1 0.4
H -3.111 1.983 -1.250 -0.9 0.1 -0.5
H -1.626 2.506 1.259 0.2 0.6 0.5
H -1.134 3.064 -0.381 0.2 0.9 -0.2
O -0.165 -0.859 -0.588 -3.8 1.5 -0.6
H 3.022 -3.128 0.667 0.7 -0.5 0.2
H 1.512 -3.265 1.100 0.1 -0.2 0.0

---

(2)
14
Properties=species:S:1:pos:R:3:forces:R:3 method="wB97M-V/def2-TZVPD" homo_energy_ev=-10.8 homo_lumo_gap_ha=0.4178
C 0.160 -0.669 -0.750 0.2 0.4 0.0
C 0.430 0.123 0.552 0.2 -0.2 -0.4
C -0.322 1.441 0.463 -0.2 -0.1 0.2
O -1.196 -0.832 -0.965 -0.4 0.0 -0.1
O 0.807 -1.905 -0.572 0.2 -0.1 0.1
O -0.058 -0.615 1.636 -0.2 -0.1 0.2
O 0.421 2.371 -0.144 0.5 0.3 -0.3
O -1.440 1.628 0.841 -0.1 -0.1 0.2
H 0.542 -2.495 -1.287 0.0 0.1 0.0
H -1.643 -0.913 -0.108 0.1 0.0 -0.1
H 0.301 -1.510 1.550 0.0 0.1 0.0
H -0.080 3.199 -0.230 -0.1 -0.3 0.1
H 0.569 -0.140 -1.623 -0.1 -0.1 0.2
H 1.508 0.318 0.636 -0.2 0.0 0.0

---

(3)
15
Properties=species:S:1:pos:R:3:forces:R:3 method="wB97M-V/def2-TZVPD" homo_energy_ev=-8.4 homo_lumo_gap_ha=0.3229
C 0.113 -0.104 1.164 0.9 0.0 -3.1
C 0.730 0.023 -1.460 0.3 0.1 0.4
C 0.387 -0.090 -3.045 -0.5 -0.1 2.8
O -1.231 -0.061 3.249 -0.8 0.0 -0.3
O -1.535 1.749 1.441 -1.0 -0.4 0.0
O 0.613 -1.294 1.630 0.2 0.2 0.0
O -0.199 -0.246 -0.390 -0.3 -0.4 0.2
O -0.667 -0.274 -3.563 0.0 0.0 -0.1
S -1.591 0.169 1.693 0.5 1.0 0.8
H 1.092 1.062 -1.382 0.1 -0.1 0.0
H 1.606 -0.633 -1.344 0.0 0.1 -0.1
H 1.331 0.066 -3.589 0.2 0.0 -0.2
H 0.310 -2.050 1.108 -0.2 -0.1 -0.2
H -0.304 -0.345 3.362 0.2 0.2 -0.3
H -0.656 2.027 1.126 0.6 -0.4 0.2

---

(4)
11
Properties=species:S:1:pos:R:3:forces:R:3 method="wB97M-V/def2-TZVPD" homo_energy_ev=-8.3 homo_lumo_gap_ha=0.3391
C -1.372 0.586 0.641 1.0 1.6 -0.5
C -0.737 -0.108 -0.453 2.8 0.9 -0.9
C 1.409 0.037 -0.482 -4.5 0.9 0.1
O -1.410 1.077 -0.797 0.7 -0.9 1.5
S 1.908 -0.952 0.837 0.3 -1.6 0.4
H -2.387 0.396 0.966 0.3 -0.3 0.3
H -0.654 1.165 1.305 -1.3 -0.6 -0.8
H -1.098 -1.015 -0.922 0.2 -0.2 0.0
H 1.468 1.018 0.029 0.1 0.1 -1.7
H 1.666 -0.187 -1.542 0.1 0.6 1.1
H 1.207 -2.016 0.418 0.3 -0.3 0.3

---

(5)
11
Properties=species:S:1:pos:R:3:forces:R:3 method="wB97M-V/def2-TZVPD" homo_energy_ev=-9.3 homo_lumo_gap_ha=0.3700
C -0.775 -0.684 0.113 2.5 1.9 -2.3
C 0.528 0.035 -0.105 -0.7 1.2 -0.2
C 0.820 1.425 -0.519 -1.3 0.5 0.3
H -1.749 -2.051 1.046 1.6 0.0 2.6
H -0.622 -1.361 -0.791 -1.4 0.1 1.4
H -1.504 0.109 -0.089 -0.8 -0.8 0.7
H 1.190 -0.657 -0.567 1.6 -0.5 0.6
H 1.819 1.394 -1.040 -1.2 1.1 0.5
H -0.029 2.255 -0.696 2.3 -2.0 0.3
O 0.920 0.974 0.883 0.8 0.0 -1.3
S -0.598 -1.439 1.763 -3.4 -1.3 -2.5

---

(6)
11
Properties=species:S:1:pos:R:3:forces:R:3 method="wB97M-V/def2-TZVPD" homo_energy_ev=-8.3 homo_lumo_gap_ha=0.3278
C 2.218 -0.439 0.161 -2.4 1.2 -0.3
C -0.160 0.043 -0.080 -3.0 4.8 0.7
C 0.153 1.616 -0.015 -0.4 0.1 -0.2
H 2.637 -1.377 0.137 0.9 -2.2 0.6
H 2.718 0.097 -0.601 0.4 1.2 -0.5
H 2.147 0.018 1.134 0.6 0.2 0.2
H 0.616 1.973 -0.996 -0.1 -0.7 1.4
H 0.801 1.841 0.891 -0.6 -0.1 -1.3
H -0.789 2.253 0.063 1.1 -1.3 0.1
O 0.839 -0.698 -0.251 2.1 -2.9 -0.5
S -1.757 -0.409 0.062 1.4 -0.3 -0.3

---

(7)
11
Properties=species:S:1:pos:R:3:forces:R:3 method="wB97M-V/def2-TZVPD" homo_energy_ev="-9.4 / -8.3" homo_lumo_gap_ha="0.3328 / 0.2692"
C 1.016 -1.340 0.346 2.1 3.2 -2.4
C -1.401 0.881 -0.572 -3.2 -0.2 -3.5
C -0.413 1.000 0.428 2.5 -0.7 1.2
O 3.254 -2.368 0.493 0.8 0.1 -0.8
S 2.511 -1.293 -0.216 -1.4 -0.9 2.0
H 0.208 -1.822 0.712 -1.9 -1.6 1.4
H -1.626 1.938 -0.965 -0.3 -1.4 0.5
H -1.063 0.364 -1.492 0.5 0.4 0.2
H -2.375 0.243 -0.468 1.6 1.6 0.9
H -0.562 0.738 1.446 -0.3 -0.2 0.7
H 0.452 1.657 0.288 -0.4 -0.3 -0.2

---

(8)
12
Properties=species:S:1:pos:R:3:forces:R:3 method="wB97M-V/def2-TZVPD" homo_energy_ev=-8.8 homo_lumo_gap_ha=0.3130
C 0.107 1.156 0.815 2.1 -2.3 0.9
C -0.113 0.150 -0.519 -0.5 4.5 2.7
C 0.899 -0.846 -0.335 -0.5 -1.5 1.2
H 0.006 0.622 1.931 0.5 1.3 -3.3
H -0.556 1.938 0.714 -2.1 1.4 0.0
H 1.115 1.711 0.589 -1.6 -1.6 0.9
H 0.192 0.951 -1.166 -0.2 -0.2 -1.5
H -1.447 -0.878 -1.497 -0.6 2.7 3.1
H -1.293 -1.819 0.013 2.5 -0.7 0.9
O -1.477 -0.232 -0.606 0.6 -1.8 -4.4
S 0.095 -2.226 0.332 -1.0 -1.4 -0.2
S 2.471 -0.526 -0.271 0.8 -0.4 -0.5

---

(9)
12
Properties=species:S:1:pos:R:3:forces:R:3 method="wB97M-V/def2-TZVPD" homo_energy_ev=-8.3 homo_lumo_gap_ha=0.3223
C -0.040 0.758 -0.377 -0.7 1.2 0.9
C 1.013 1.303 -1.258 1.5 0.8 -2.9
O 2.211 1.050 -1.212 -1.9 0.3 0.3
C 0.462 -0.519 0.287 0.2 0.6 2.1
S -0.603 -1.932 0.474 -0.5 -0.6 -0.3
S -1.917 -1.273 1.941 -1.4 -1.0 0.6
H -0.158 1.699 0.308 -0.3 -1.8 -0.6
H -1.003 0.623 -0.934 0.9 0.2 0.5
H 0.625 2.003 -2.134 0.6 -0.9 1.6
H 1.186 -0.981 -0.331 1.0 -0.3 -1.0
H 1.046 -0.338 1.235 -0.8 0.0 -0.8
H -2.823 -2.393 2.002 1.5 1.5 -0.4

---

(10)
12
Properties=species:S:1:pos:R:3:forces:R:3 method="wB97M-V/def2-TZVPD" homo_energy_ev="-8.0 / -8.0" homo_lumo_gap_ha="0.2192 / 0.2192"
C -1.807 -0.458 -0.552 0.1 -0.1 -0.3
C -1.173 -0.312 0.766 0.2 0.2 -0.2
C -0.360 0.107 -0.489 -1.3 1.4 1.0
O 0.601 -0.624 -0.930 2.9 -1.1 0.5
S 3.796 0.743 -0.122 0.0 0.3 0.0
S 2.566 -0.595 0.590 -1.9 -0.3 -1.1
H -1.893 -1.442 -0.987 0.0 0.0 0.0
H -2.554 0.253 -0.873 0.0 0.1 0.0
H -1.482 0.489 1.417 -0.1 0.1 0.1
H -0.804 -1.197 1.257 0.1 -0.2 0.0
H -0.295 1.192 -0.640 -0.1 -0.2 0.0
H 3.405 1.845 0.564 0.0 -0.1 -0.1

---

Energy above the lowest of the compared OMol25 structures with the same formula, charge and spin (computed, kcal per mole): 0.0, 13.2, 84.9, 94.5, 78.1, 35.4, 142.3, 70.5, 32.2, 91.7
Largest force on an atom (computed, eV/A): 4.1, 0.7, 3.3, 4.6, 4.4, 5.7, 4.7, 5.3, 3.3, 3.1